The following is a DFT calculation (the ωB97M-V functional and the def2-TZVPD basis) of C42H47As2BrGeIN2O3Zr as an isolated structure at a distorted geometry.

Output
Kohn-Sham gap = 6.168 eV
Lowest unoccupied orbital energy = -9.110 eV
Charge = +3
Relative energy (zero: lowest compared OMol25 entry of this formula, charge and spin) = 147.6 kJ/mol
Energy = -11430.264612 hartree

```
100
Properties=species:S:1:pos:R:3:mulliken_charge:R:1
Zr 0.404 0.710 -0.293 -0.6176
C 4.428 2.868 -1.270 -1.1939
As 3.100 1.549 -0.656 0.6210
C 4.082 0.956 0.932 -1.2089
C 3.465 0.130 -1.971 0.0730
C 4.617 -0.643 -1.919 -0.4355
C 4.801 -1.700 -2.802 -0.9429
C 3.837 -1.979 -3.760 -0.9246
C 2.692 -1.197 -3.837 -0.6232
C 2.495 -0.149 -2.944 0.3571
As 0.902 0.988 -2.983 1.3601
C 1.724 2.557 -3.855 -1.1260
C -0.103 0.344 -4.531 -1.4989
H 5.404 2.397 -1.157 0.4336
H 4.396 3.770 -0.661 0.4733
H 4.285 3.130 -2.315 0.4269
H 5.120 0.749 0.677 0.5292
H 3.633 0.062 1.355 0.2024
H 4.076 1.754 1.675 0.4401
H 5.385 -0.421 -1.187 0.3954
H 5.697 -2.303 -2.739 0.4621
H 3.985 -2.791 -4.459 0.4608
H 1.954 -1.406 -4.602 0.4437
H 2.433 2.211 -4.605 0.3785
H 2.234 3.205 -3.145 0.2262
H 0.944 3.136 -4.349 0.5141
H 0.541 0.353 -5.408 0.4772
H -0.931 1.032 -4.701 0.4469
H -0.501 -0.655 -4.358 0.4336
Br 2.227 4.150 1.608 -0.0034
C 0.874 5.472 1.413 0.6242
C 0.866 6.535 2.300 -0.6419
C -0.072 7.544 2.148 -0.6274
C -0.974 7.511 1.099 -0.6961
C -0.985 6.442 0.215 -0.6093
C -0.076 5.415 0.391 0.3992
I -0.222 3.735 -0.951 0.2741
H 1.594 6.573 3.098 0.4501
H -0.089 8.365 2.852 0.4142
H -1.684 8.316 0.964 0.4026
H -1.700 6.407 -0.596 0.4136
O 0.014 -1.203 -1.173 -0.4266
C 1.096 -1.622 -0.661 0.8996
O 1.750 -0.745 0.018 0.5702
C 1.565 -3.021 -0.667 -0.8122
C 1.864 -3.353 0.812 -1.6230
Ge 0.245 -3.036 1.964 1.8565
C 0.660 -2.987 3.877 0.6071
C 1.844 -2.424 4.350 -0.3442
C 2.085 -2.342 5.713 -0.8370
C 1.141 -2.816 6.614 -0.5871
C -0.026 -3.407 6.149 -0.6245
C -0.268 -3.491 4.786 -0.5970
C -0.470 -1.137 1.710 1.0170
C -1.800 -0.855 1.385 0.0293
C -2.321 0.430 1.509 -1.2947
C -1.520 1.479 1.941 -0.8437
C -0.194 1.223 2.305 -0.5262
C 0.318 -0.076 2.198 -1.1339
C -0.999 -4.457 1.456 0.5760
C -0.686 -5.701 2.009 -0.7619
C -1.439 -6.821 1.697 -0.6815
C -2.521 -6.708 0.835 -0.5783
C -2.831 -5.480 0.270 -0.8407
C -2.071 -4.360 0.572 -0.0351
H 2.470 -3.094 -1.279 0.3213
H 0.797 -3.669 -1.089 0.4702
H 2.733 -2.791 1.149 0.3905
H 2.092 -4.415 0.901 0.7406
H 2.605 -2.077 3.656 0.3636
H 3.014 -1.920 6.073 0.4436
H 1.322 -2.741 7.678 0.4170
H -0.747 -3.811 6.847 0.4405
H -1.174 -3.966 4.427 0.3792
H -2.457 -1.669 1.105 0.4370
H -3.372 0.610 1.320 0.8162
H -1.956 2.454 2.116 0.6246
H 0.363 1.965 2.855 0.8548
H 1.291 -0.298 2.623 0.0511
H 0.154 -5.788 2.692 0.3810
H -1.186 -7.779 2.131 0.4367
H -3.119 -7.578 0.600 0.4185
H -3.670 -5.395 -0.408 0.4214
H -2.313 -3.415 0.097 0.1718
N -1.675 0.969 -1.160 -0.1493
C -2.800 1.020 -1.462 0.1212
N -4.041 1.136 -1.754 0.2385
C -4.847 0.094 -2.426 -0.4880
C -5.581 0.735 -3.603 -0.6185
O -6.325 1.856 -3.185 -0.3594
C -5.516 2.867 -2.635 -0.6527
C -4.800 2.354 -1.388 -0.4919
H -5.573 -0.283 -1.704 0.2949
H -4.203 -0.715 -2.765 0.4212
H -6.290 0.021 -4.018 0.3760
H -4.860 1.019 -4.381 0.3227
H -6.177 3.686 -2.358 0.3732
H -4.783 3.223 -3.372 0.3298
H -5.544 2.075 -0.638 0.2978
H -4.125 3.105 -0.981 0.4126
```